No. 1
Entry from the Open Molecules 2025 dataset: a molecular structure, C3H4ClN in a non-equilibrium geometry (ωB97M-V with the def2-TZVPD basis set).

Geometry as ORCA input:
```
! RIJCOSX wB97M-V def2-TZVPD def2/J DEFGRID3
* xyz 0 1
C -2.23815 -0.98276 0.24731
C -1.22282 -0.43632 -0.06172
C 0.47618 0.49361 -0.43656
N 1.40078 0.11480 0.46627
Cl 2.98733 0.11428 -0.08425
H -3.20826 -1.35940 0.14371
H 0.00811 1.54924 -0.18267
H 0.58537 0.00148 -1.42340
H 1.21146 0.50508 1.33131
*
```

E_LUMO: 0.57 eV
maximum force: 6.1 eV Å⁻¹
highest occupied orbital energy: -9.415 eV

natural (NBO) population analysis, charges in e, atoms 1 to 2: atom 1 (C): -0.36, atom 2 (C): -0.09



No. 2
Entry from the Open Molecules 2025 dataset: a molecular structure, C24H37BN6O6SSiW in a non-equilibrium geometry (ωB97M-V with the def2-TZVPD basis set).

Geometry as ORCA input:
```
! RIJCOSX wB97M-V def2-TZVPD def2/J DEFGRID3
* xyz 0 3
W -0.06503 0.69007 0.64426
O -0.71916 -2.25814 3.41497
C -0.84025 -1.47731 2.50680
N -0.59316 -0.11580 2.49481
C -0.65579 0.62193 3.66413
O -0.83617 0.19347 4.77998
C -0.56824 2.12238 3.43051
C -0.44002 2.96599 4.51651
C -0.34629 4.33048 4.28149
C -0.40052 4.78596 2.97689
C -0.54823 3.86427 1.95085
N -0.63570 2.55977 2.17374
C -1.42634 -1.91580 1.16831
C -1.95428 -3.17754 1.01552
C -2.53264 -3.50065 -0.20425
C -2.55197 -2.54977 -1.21124
C -1.98056 -1.30873 -0.97663
N -1.43022 -1.00500 0.19884
H -0.40587 2.53305 5.50620
H -0.22458 5.02357 5.10353
H -0.31372 5.83711 2.74010
H -0.59151 4.18223 0.91694
H -1.88803 -3.86513 1.84711
H -2.95451 -4.48368 -0.37042
H -2.98987 -2.75636 -2.17787
H -1.93925 -0.54347 -1.73977
C 0.35985 0.21077 -3.50633
Si 0.54024 1.86481 -2.63273
C 2.32154 2.28255 -2.26139
C -0.10059 3.15408 -3.83731
C -0.55352 1.89714 -1.11863
H 1.18533 0.05155 -4.20610
H -0.57335 0.17842 -4.07733
H 0.36733 -0.62448 -2.80293
H 3.00473 1.71508 -2.89754
H 2.57106 2.04762 -1.22738
H 2.50445 3.34762 -2.42655
H 0.47339 3.15588 -4.76896
H -0.04028 4.15824 -3.40838
H -1.14733 2.95943 -4.09006
H -1.55663 1.63625 -1.48366
H -0.62036 2.94870 -0.80747
O 3.10162 3.29474 1.77754
S 2.74014 1.90351 2.06439
N 1.58329 1.36126 1.23585
C 3.71438 -1.94041 -2.55204
C 3.18998 -1.82088 -1.13408
C 4.34696 -1.67557 -0.15480
O 2.41663 -0.60587 -1.04083
B 1.30941 -0.82596 -0.25097
O 1.18221 -2.18551 0.03603
C 2.16341 -2.92676 -0.72054
C 2.73222 -4.01726 0.16844
C 1.42881 -3.54700 -1.90164
H 4.39887 -1.11466 -2.75057
H 2.90760 -1.89601 -3.28168
H 4.26267 -2.87587 -2.68709
H 4.90455 -0.77387 -0.41040
H 5.02437 -2.52959 -0.19927
H 3.98382 -1.56591 0.86815
H 3.10055 -3.61007 1.10765
H 3.54716 -4.54456 -0.33274
H 1.95001 -4.74169 0.39988
H 0.96590 -2.77783 -2.52271
H 0.63967 -4.19676 -1.51916
H 2.09598 -4.14347 -2.52617
C -4.16396 -0.23227 2.69776
N -4.62215 0.27050 1.41500
C -3.83459 1.01219 0.59415
N -4.39211 1.36638 -0.60785
O -2.68594 1.33867 0.87345
H -4.81064 0.11479 3.50300
H -3.16254 0.14826 2.87008
H -4.13160 -1.32241 2.70852
H -5.52763 -0.01281 1.08536
H -5.37754 1.27906 -0.77802
H -3.88544 2.05710 -1.13322
*
```

E_LUMO (alpha / beta): -0.28 / -0.55 eV
maximum force: 2.1 eV Å⁻¹
highest occupied orbital energy (alpha / beta): -6.497 / -8.405 eV

Mulliken population analysis, charges in e, atoms 1 to 2: atom 1 (W): 1.61, atom 2 (O): -0.64



No. 3
Entry from the Open Molecules 2025 dataset: 4 unconnected molecules or ions with the total composition C8H24O4 in a non-equilibrium geometry (ωB97M-V with the def2-TZVPD basis set).

Geometry as ORCA input:
```
! RIJCOSX wB97M-V def2-TZVPD def2/J DEFGRID3
* xyz 0 1
C 2.27454 0.53596 -1.55264
C 1.53843 -0.75889 -1.02227
O 0.25866 -0.91432 -1.71107
H 1.63611 1.43894 -1.72172
H 2.62102 0.29521 -2.70264
H 3.25051 0.71559 -0.99557
H 1.31783 -0.50618 0.07634
H 2.22784 -1.58093 -0.85676
H -0.10491 -1.45722 -1.11143
C -1.09840 1.74103 -3.85856
C -2.43577 2.03300 -2.99516
O -3.63234 1.63592 -3.73076
H -1.01369 2.60184 -4.64510
H -1.32941 0.87316 -4.62173
H -0.11762 1.63087 -3.19816
H -2.49642 3.21276 -2.81373
H -2.39963 1.45304 -2.02173
H -4.04979 2.12118 -4.35438
C -2.17194 -1.74495 0.96677
C -2.01055 -3.17457 0.64112
O -1.16211 -3.13469 -0.55528
H -1.28601 -1.12949 1.04337
H -2.85816 -1.84798 1.63697
H -2.74199 -1.17597 0.21742
H -3.06076 -3.49029 0.34657
H -1.71509 -3.78064 1.53537
H -0.75795 -3.83072 -0.30532
C 2.64961 0.70507 3.31940
C 2.15884 0.81732 4.70356
O 2.71564 1.86128 5.35043
H 2.17313 -0.21245 2.87822
H 3.65820 0.57431 3.18862
H 2.16426 1.39525 2.78898
H 2.48204 -0.03396 5.28159
H 1.09036 0.89379 4.85166
H 2.22552 2.23774 5.94761
*
```

E_LUMO: 0.62 eV
maximum force: 10.0 eV Å⁻¹
highest occupied orbital energy: -9.993 eV

natural (NBO) population analysis, charges in e, atoms 1 to 2: atom 1 (C): -0.64, atom 2 (C): -0.08



No. 4
Entry from the Open Molecules 2025 dataset: a molecular structure, C45H34Cl2NO2PPbSi in a non-equilibrium geometry (ωB97M-V with the def2-TZVPD basis set).

Geometry as ORCA input:
```
! RIJCOSX wB97M-V def2-TZVPD def2/J DEFGRID3
* xyz 2 1
Pb 0.11900 2.08799 0.08384
Cl -0.69483 -2.12104 -2.58038
C -0.17007 -2.09518 -0.95033
C -0.22977 -3.27663 -0.20427
C 0.12651 -3.28930 1.12123
Cl 0.09787 -4.76519 2.00085
C 0.48759 -2.08664 1.77285
C 0.81679 -1.99435 3.13461
C 1.09262 -0.76585 3.68330
C 0.97189 0.37535 2.89084
N 0.70047 0.32107 1.60245
C 0.49482 -0.88617 1.01058
C 0.27010 -0.89542 -0.39547
O 0.46578 0.19979 -1.10106
H -0.54373 -4.18773 -0.68773
H 0.85692 -2.89463 3.72646
H 1.36618 -0.66557 4.71828
H 1.09932 1.35383 3.33054
O -2.00316 1.59097 0.64997
P -3.14805 0.61346 0.90208
C -4.61115 1.54274 1.40291
C -5.73104 0.83303 1.82396
C -6.87004 1.51526 2.20808
C -6.88986 2.90228 2.16959
C -5.77452 3.60856 1.74492
C -4.63291 2.92967 1.35339
C -3.56754 -0.29039 -0.60223
C -4.42405 -1.38574 -0.57314
C -4.84619 -1.95984 -1.75860
C -4.42044 -1.44322 -2.97352
C -3.57753 -0.34310 -3.00165
C -3.15815 0.24019 -1.82017
C -2.70634 -0.46284 2.29818
C -2.41144 0.22065 3.47516
C -2.05013 -0.47124 4.61559
C -1.97342 -1.85752 4.58057
C -2.29011 -2.54134 3.41702
C -2.65090 -1.84786 2.27140
H -5.69976 -0.24611 1.85338
H -7.73979 0.96821 2.53983
H -7.78069 3.43230 2.47064
H -5.79429 4.68827 1.72030
H -3.75555 3.46125 1.01375
H -4.76375 -1.77912 0.37276
H -5.52170 -2.80076 -1.73271
H -4.75366 -1.89263 -3.89698
H -3.25695 0.07352 -3.94436
H -2.51288 1.10747 -1.83298
H -2.47556 1.30120 3.47489
H -1.82665 0.06768 5.52433
H -1.67266 -2.40755 5.46031
H -2.26128 -3.62045 3.39639
H -2.86981 -2.38915 1.36388
C 5.87731 2.10660 2.01904
C 5.09786 0.95955 2.07466
C 4.44584 0.50303 0.94347
C 4.57104 1.18819 -0.27244
C 5.37637 2.33624 -0.31359
C 6.01497 2.79312 0.82293
Si 3.75605 0.58126 -1.84919
C 3.43845 1.90125 -3.13636
C 3.72663 1.66809 -4.48626
C 3.53268 2.66002 -5.42912
C 3.03841 3.89626 -5.04556
C 2.74995 4.14561 -3.71150
C 2.95357 3.16199 -2.76376
C 3.47875 -1.23672 -2.14150
C 4.21296 -2.20413 -1.43848
C 3.96370 -3.54708 -1.63736
C 2.99073 -3.94871 -2.54186
C 2.27790 -3.00250 -3.26307
C 2.51306 -1.65577 -3.06581
H 6.39026 2.45679 2.90074
H 5.00913 0.41118 3.00061
H 3.84042 -0.39269 0.99694
H 5.52296 2.85900 -1.24671
H 6.62724 3.67953 0.77521
H 4.12138 0.71254 -4.79354
H 3.76726 2.47012 -6.46442
H 2.88676 4.66903 -5.78202
H 2.37321 5.11157 -3.41314
H 2.74011 3.36533 -1.72232
H 4.99238 -1.89969 -0.75513
H 4.53359 -4.28531 -1.09490
H 2.79824 -4.99884 -2.69734
H 1.53495 -3.31595 -3.97930
H 1.94035 -0.92111 -3.61240
*
```

E_LUMO: -6.43 eV
maximum force: 1.1 eV Å⁻¹
highest occupied orbital energy: -12.767 eV

Mulliken population analysis, charges in e, atoms 1 to 2: atom 1 (Pb): 1.14, atom 2 (Cl): -0.13